ORCA calculation (wB97M-V/def2-TZVPD) on a 2-piece molecular cluster, C5H14 overall at a distorted geometry.

```
19
Properties=species:S:1:pos:R:3:nbo_charge:R:1
C -2.008 -0.964 0.429 -0.59
C 0.896 1.072 0.188 -0.53
C 2.675 -0.178 -0.805 -0.51
C 1.303 -0.398 -0.066 -0.30
C -2.609 0.381 0.290 -0.60
H 1.174 1.734 -0.615 0.25
H -0.222 1.036 0.204 0.33
H -1.727 -1.307 1.414 0.23
H 2.630 0.512 -1.636 0.25
H 1.313 1.451 1.115 0.25
H -1.917 1.187 0.620 0.21
H -2.500 -1.762 -0.101 0.25
H 1.423 -0.924 0.871 0.25
H -2.957 0.541 -0.733 0.23
H 0.650 -0.985 -0.718 0.26
H -3.482 0.518 0.928 0.27
H 2.998 -1.164 -1.178 0.30
H -1.036 -0.975 -0.116 0.19
H 3.396 0.224 -0.092 0.25
```

Values from the calculation:
Charge: +1
Frontier orbital gap (spin up / spin down) (eV): 13.05 / 5.12
Spin multiplicity: 2